Record 1
The following is a DFT calculation (ωB97M-V/def2-TZVPD) of C35H31N6O4PSSc as an isolated structure.

Summary:
**Charge**: -1
**E_LUMO**: 1.63 eV

Last column: Mulliken charge in e.
CARTESIAN COORDINATES (ANGSTROEM)
Sc1 -0.3656 0.6954 0.1211  0.234
C1 2.6953 4.4755 3.3182  -0.852
C2 1.4076 4.2504 4.1037  -0.553
N1 0.2633 3.9591 3.2612  -0.162
C3 0.0871 2.7782 2.6209  0.339
S1 -1.2465 2.6959 1.5178  -0.555
N2 0.9398 1.8226 2.9317  -0.845
N3 0.7229 0.6712 2.2485  0.539
C4 1.4461 -0.3435 2.5607  0.869
C5 2.5058 -0.3269 3.6184  -1.604
C6 1.1844 -1.5788 1.7985  0.125
C7 1.7809 -2.7900 2.1299  -0.432
C8 1.4914 -3.9133 1.3715  -0.596
C9 0.6094 -3.8030 0.3129  -0.825
C10 0.0429 -2.5631 0.0547  -0.201
N4 0.3284 -1.4800 0.7696  0.225
H1 3.5251 4.6853 3.9965  0.396
H2 2.9339 3.5814 2.7432  0.122
H3 2.5900 5.3166 2.6307  0.310
H4 1.5384 3.4211 4.7989  0.249
H5 1.1585 5.1373 4.6888  0.422
H6 -0.3197 4.7123 2.9415  0.244
H7 2.6966 0.6986 3.9176  0.295
H8 2.1905 -0.8937 4.4987  0.321
H9 3.4283 -0.7754 3.2444  0.401
H10 2.4575 -2.8505 2.9701  0.385
H11 1.9495 -4.8647 1.6114  0.428
H12 0.3527 -4.6515 -0.3048  0.447
H13 -0.6824 -2.4211 -0.7365  0.419
O1 -3.7669 2.2029 -6.0138  -0.738
C11 -2.8687 2.9167 -5.5401  0.406
O2 -2.2323 3.8664 -6.0423  -0.729
C12 -2.4173 2.5339 -4.1049  0.280
C13 -1.5426 3.3454 -3.3924  -0.779
C14 -1.0598 2.9216 -2.1701  -0.341
N5 -1.4038 1.7465 -1.6363  0.106
C15 -2.2650 0.9697 -2.3077  0.559
C16 -2.8021 1.3293 -3.5284  -0.646
C17 -2.5504 -0.3571 -1.6313  0.379
O3 -3.2761 -1.1865 -2.1410  -0.737
O4 -1.9118 -0.4987 -0.5038  -0.586
H14 -1.2192 4.2770 -3.8358  0.486
H15 -0.3569 3.5114 -1.5932  0.424
H16 -3.4878 0.6738 -4.0463  0.575
N6 1.4047 1.1414 -0.6651  0.333
P1 2.4420 1.0398 -1.7941  1.214
C18 3.8993 2.0949 -1.4869  -0.121
C19 3.8418 2.9475 -0.3907  -0.517
C20 4.9204 3.7682 -0.0874  -0.446
C21 6.0591 3.7367 -0.8796  -0.462
C22 6.1225 2.8824 -1.9744  -0.748
C23 5.0463 2.0619 -2.2750  -0.163
C24 3.1986 -0.6136 -1.9937  0.396
C25 3.5475 -1.1825 -3.2137  -0.130
C26 4.1192 -2.4487 -3.2572  -0.692
C27 4.3472 -3.1514 -2.0837  -0.645
C28 4.0019 -2.5881 -0.8609  -0.512
C29 3.4303 -1.3274 -0.8187  -0.697
C30 1.8546 1.4905 -3.4471  0.454
C31 2.1777 2.7038 -4.0457  -0.624
C32 1.5517 3.0925 -5.2245  -0.923
C33 0.6018 2.2760 -5.8152  -0.367
C34 0.2897 1.0521 -5.2304  -0.932
C35 0.9020 0.6654 -4.0518  -0.179
H17 2.9389 2.9438 0.2105  0.334
H18 4.8708 4.4311 0.7679  0.401
H19 6.9011 4.3760 -0.6442  0.380
H20 7.0122 2.8566 -2.5912  0.387
H21 5.0964 1.3926 -3.1270  0.382
H22 3.3617 -0.6427 -4.1343  0.426
H23 4.3793 -2.8874 -4.2125  0.423
H24 4.7892 -4.1394 -2.1209  0.393
H25 4.1721 -3.1351 0.0586  0.467
H26 3.1416 -0.8793 0.1261  0.362
H27 2.9018 3.3600 -3.5783  0.339
H28 1.7863 4.0535 -5.6650  0.405
H29 0.0506 2.6052 -6.6857  0.305
H30 -0.4717 0.4255 -5.6774  0.362
H31 0.6235 -0.2720 -3.5806  0.588

=====

Record 2
The following is a DFT calculation (ωB97M-V/def2-TZVPD) of an isolated ion of composition C8H10BN4O4 and charge +1.

Summary:
**SMILES**: OOCc1n[nH]c(B(O)O)[n+]1-c1ccncc1
**Charge**: +1
**E_LUMO**: -3.66 eV

Last column: Mulliken charge in e.
CARTESIAN COORDINATES (ANGSTROEM)
O1 0.3356 -3.1196 1.6189  -0.363
O2 0.7331 -3.6048 0.3430  -0.212
C1 0.9262 -2.4735 -0.4759  -0.392
C2 -0.3260 -1.6464 -0.5292  0.493
N1 -1.5018 -2.1342 -0.7832  -0.703
N2 -2.3311 -1.0806 -0.6724  0.326
C3 -1.7153 0.0443 -0.3701  -0.040
B1 -2.3747 1.5045 -0.2021  0.489
O3 -2.9223 2.0130 -1.3137  -0.442
O4 -2.3832 2.1380 0.9918  -0.466
N3 -0.4176 -0.2878 -0.2797  0.549
C4 0.7160 0.5659 -0.0324  0.016
C5 0.8785 1.2381 1.1666  -0.217
C6 2.0221 2.0221 1.3082  -0.522
N4 2.9537 2.1622 0.3727  -0.511
C7 2.7704 1.5031 -0.7690  -0.457
C8 1.6718 0.6918 -1.0321  -0.100
H1 -0.5323 -3.5300 1.7336  0.345
H2 1.7200 -1.8652 -0.0491  0.342
H3 1.1853 -2.8394 -1.4614  0.305
H4 -3.3184 -1.1849 -0.8492  0.224
H5 -3.4252 2.8178 -1.1320  0.345
H6 -2.0770 1.5792 1.7105  0.319
H7 0.1715 1.1403 1.9706  0.416
H8 2.1770 2.5436 2.2403  0.377
H9 3.5253 1.6188 -1.5317  0.388
H10 1.5385 0.1834 -1.9729  0.492

=====

Record 3
The following is a DFT calculation (ωB97M-V/def2-TZVPD) of one molecule with the formula C7H11BrO4S in a non-equilibrium geometry.

Summary:
**E_LUMO (alpha / beta)**: -1.64 / -2.01 eV

Last column: Mulliken charge in e.
CARTESIAN COORDINATES (ANGSTROEM)
C1 -0.5936 -0.3999 -0.5294  0.512
C2 0.3715 2.6174 1.3710  -0.728
C3 -1.3495 0.7981 -0.2485  -0.163
C4 2.9113 -0.7634 -0.0873  -0.901
C5 -2.7737 1.0114 -0.4116  -0.158
C6 1.4865 -1.3600 0.2100  -0.359
C7 -3.5271 -0.2582 -0.7446  -0.772
O1 -0.8640 -1.1732 -1.4565  -0.604
O2 0.8474 2.0361 -1.1653  -0.593
O3 -1.3012 3.2272 -0.7795  -0.676
O4 0.5147 -0.3814 0.2685  -0.223
S1 -0.2700 2.3162 -0.2862  1.212
Br1 -5.2958 -0.5056 0.1761  -0.185
H1 -0.2052 3.1905 2.1411  0.313
H2 1.2942 2.2526 1.5062  0.400
H3 3.6849 -1.4451 0.3102  0.351
H4 3.0739 -0.5720 -1.1071  0.316
H5 2.8637 0.3148 0.3324  0.115
H6 -2.9732 1.4248 0.6768  0.294
H7 -3.0226 1.8391 -1.0586  0.428
H8 1.4572 -1.8977 1.1597  0.335
H9 1.1563 -2.1079 -0.6414  0.287
H10 -2.9803 -1.1754 -0.6617  0.408
H11 -3.9218 -0.0703 -1.7023  0.390

=====

Record 4
The following is a DFT calculation (ωB97M-V/def2-TZVPD) of one molecule with the formula BH4NO in a non-equilibrium geometry.

Summary:
**SMILES**: NBO
**E_LUMO**: 0.74 eV

Last column: Mulliken charge in e.
CARTESIAN COORDINATES (ANGSTROEM)
N1 -0.9613 0.3562 -0.0390  -0.403
B1 0.1659 -0.4694 -0.0025  0.276
O1 1.2826 0.2649 0.0432  -0.514
H1 -1.8232 0.3373 0.5234  0.229
H2 -0.7159 1.2948 -0.1871  0.226
H3 0.0226 -1.6906 -0.0517  -0.088
H4 2.0293 -0.0932 -0.2863  0.273

=====

Record 5
The following is a DFT calculation (ωB97M-V/def2-TZVPD) of a 2-piece molecular cluster, C6H13NO overall in a non-equilibrium geometry.

Summary:
**SMILES**: C=C(N)CC.C=CO
**E_LUMO**: 1.00 eV

Last column: Mulliken charge in e.
CARTESIAN COORDINATES (ANGSTROEM)
C1 -0.2585 -1.8595 0.5102  -0.969
C2 0.3727 -1.2359 -0.4949  0.583
N1 -0.2051 -1.2178 -1.7536  -0.583
C3 1.7036 -0.5126 -0.3662  -0.420
C4 2.2234 -0.1895 1.0301  -1.222
H1 0.1291 -1.8985 1.5202  0.216
H2 -1.2206 -2.3363 0.3459  0.284
H3 -0.3038 -2.1609 -2.1262  0.237
H4 0.3072 -0.6398 -2.4165  0.234
H5 2.4550 -1.1266 -0.8792  0.390
H6 1.6472 0.4334 -0.9209  0.356
H7 2.1266 -1.0258 1.7269  0.304
H8 1.7010 0.6768 1.4485  0.266
H9 3.2879 0.0633 0.9746  0.355
C5 -2.5062 1.4522 0.7843  -0.868
C6 -1.4098 1.8582 0.1481  0.429
O1 -1.3971 2.7227 -0.9083  -0.488
H10 -2.4263 0.7479 1.6074  0.250
H11 -3.4982 1.7908 0.5089  0.210
H12 -0.4103 1.5296 0.4035  0.150
H13 -2.3179 2.9283 -1.1427  0.287

=====

Record 6
The following is a DFT calculation (ωB97M-V/def2-TZVPD) of one molecule with the formula C20H22N4O3S in a non-equilibrium geometry.

Summary:
**SMILES**: CCCc1nnc(NC(=O)[C@@H](CC)OC(=O)c2cc(C)nc3ccccc23)s1
**E_LUMO**: 0.14 eV

Last column: Mulliken charge in e.
CARTESIAN COORDINATES (ANGSTROEM)
C1 -0.0173 -6.2184 2.9275  -1.291
C2 -0.4400 -4.7580 3.0002  -0.239
C3 0.2339 -3.9270 1.9014  -0.630
C4 -0.1866 -2.5098 1.9671  0.415
N1 -0.8705 -1.9008 1.0744  -0.946
N2 -1.1639 -0.6371 1.3539  0.282
C5 -0.6986 -0.2342 2.4855  0.443
N3 -0.8418 1.0008 3.0341  -0.012
C6 -1.1594 2.2035 2.4148  0.164
O1 -1.0781 3.2230 3.0506  -0.645
C7 -1.8296 2.1280 1.0390  0.058
C8 -2.4454 3.4840 0.6829  -0.524
C9 -3.3129 3.3905 -0.5649  -1.308
O2 -0.9612 1.7187 -0.0214  -0.302
C10 0.3413 1.6676 0.1959  0.728
O3 0.8719 1.9666 1.2403  -0.558
C11 1.0697 1.1259 -0.9862  0.733
C12 1.8399 0.0055 -0.8155  -0.835
C13 2.4942 -0.5640 -1.9322  0.525
C14 3.3116 -1.8041 -1.7635  -1.261
N4 2.4086 -0.0497 -3.1281  -0.661
C15 1.6835 1.0689 -3.3231  -0.116
C16 1.6310 1.6131 -4.6229  -0.522
C17 0.9176 2.7536 -4.8654  -0.527
C18 0.2341 3.4009 -3.8247  -0.803
C19 0.2633 2.8975 -2.5529  -0.642
C20 0.9753 1.7163 -2.2720  0.806
S1 0.1951 -1.4857 3.3556  -0.282
H1 -0.2917 -6.6482 1.9670  0.328
H2 1.0593 -6.3123 3.0517  0.329
H3 -0.5045 -6.7915 3.7122  0.365
H4 -1.5236 -4.6822 2.8890  0.301
H5 -0.1718 -4.3454 3.9757  0.341
H6 -0.0395 -4.3123 0.9178  0.259
H7 1.3191 -3.9919 2.0170  0.331
H8 -0.4070 1.1367 3.9401  0.251
H9 -2.6018 1.3490 1.0798  0.466
H10 -3.0359 3.8245 1.5338  0.427
H11 -1.6360 4.2018 0.5366  0.330
H12 -4.1592 2.7303 -0.3901  0.346
H13 -2.7405 2.9965 -1.4009  0.287
H14 -3.6913 4.3738 -0.8320  0.398
H15 1.9347 -0.4540 0.1567  0.482
H16 3.7489 -2.0854 -2.7166  0.356
H17 2.6841 -2.6164 -1.3999  0.260
H18 4.1042 -1.6364 -1.0362  0.341
H19 2.1740 1.1044 -5.4037  0.464
H20 0.8799 3.1704 -5.8611  0.384
H21 -0.3145 4.3073 -4.0345  0.418
H22 -0.2527 3.4053 -1.7528  0.483

=====

Record 7
The following is a DFT calculation (ωB97M-V/def2-TZVPD) of a 4-piece molecular cluster, C37H78FN3O15P4S overall in a non-equilibrium geometry.

Summary:
**SMILES**: CCP(C)[C@@H]1NC(=O)[C@@](C)(CCSc2nnco2)[C@@]1(CCCF)CCCOC.CCOP(=O)(OCC)OCC.CCOP(=O)(OCC)OCC.CCOP(=O)(OCC)OCC
**E_LUMO**: 0.42 eV

Last column: Mulliken charge in e.
CARTESIAN COORDINATES (ANGSTROEM)
C1 -7.1885 2.9087 -3.6183  -1.481
C2 -6.0527 1.9567 -3.1613  0.140
P1 -6.5234 0.2217 -3.6086  -0.036
C3 -7.0436 0.4130 -5.3964  -1.174
C4 -5.0970 -1.0285 -3.7317  -1.551
N1 -5.4135 -2.0066 -2.6082  -0.406
C5 -4.9523 -1.2875 -1.4906  -0.372
O1 -5.5951 -1.2443 -0.4785  -0.612
C6 -3.6034 -0.5798 -1.8524  2.515
C7 -3.7199 0.8373 -1.2220  -1.694
C8 -2.4947 -1.2648 -1.0162  -0.533
C9 -2.8655 -1.4860 0.4751  -1.072
S1 -1.4309 -1.2897 1.5752  -0.154
C10 -1.1927 0.4355 1.5568  0.412
N2 -2.0111 1.3477 1.9638  -0.022
N3 -1.4269 2.5856 1.7427  -0.415
C11 -0.2873 2.3071 1.2022  -0.156
O2 -0.0422 1.0048 1.0559  -0.277
C12 -3.5950 -0.7580 -3.3994  2.230
C13 -3.1958 0.3536 -4.4036  -1.263
C14 -2.1385 1.4214 -4.0309  -1.023
C15 -1.0127 1.0456 -3.0786  0.570
F1 0.2100 1.5100 -3.5830  -0.298
C16 -2.9636 -2.1460 -3.8129  -1.274
C17 -1.4855 -2.1497 -4.2759  -0.912
C18 -0.4781 -2.8126 -3.3273  -0.724
O3 -0.8158 -4.1764 -3.1466  -0.416
C19 -0.9019 -4.6180 -1.8005  -0.641
H1 -6.9093 3.5077 -4.4841  0.321
H2 -7.3965 3.6127 -2.8107  0.439
H3 -8.1167 2.3691 -3.8115  0.352
H4 -5.0673 2.2987 -3.4781  0.163
H5 -6.0592 2.0117 -2.0725  0.204
H6 -6.7363 1.3811 -5.7952  0.336
H7 -8.1077 0.2352 -5.5230  0.358
H8 -6.5063 -0.3208 -6.0046  0.432
H9 -5.3211 -1.5411 -4.6681  0.586
H10 -6.4299 -2.0298 -2.6236  0.601
H11 -2.8753 1.0372 -0.5614  -0.573
H12 -3.7496 1.6581 -1.9333  0.271
H13 -4.5988 0.9396 -0.5850  0.444
H14 -2.1882 -2.2372 -1.3915  -0.260
H15 -1.5899 -0.6538 -0.9936  0.407
H16 -3.2043 -2.5167 0.5878  0.535
H17 -3.6733 -0.8521 0.8289  0.417
H18 0.4039 3.0734 0.8890  0.461
H19 -4.0620 0.8965 -4.7853  0.564
H20 -2.8205 -0.1557 -5.2966  0.345
H21 -1.6742 1.7660 -4.9593  0.620
H22 -2.6311 2.3122 -3.6322  0.260
H23 -1.1443 1.5482 -2.1162  -0.055
H24 -0.8850 -0.0129 -2.8664  -0.430
H25 -3.0708 -2.8725 -3.0101  0.737
H26 -3.5359 -2.5820 -4.6312  0.573
H27 -1.4231 -2.7473 -5.1899  0.429
H28 -1.0673 -1.1774 -4.5417  0.529
H29 -0.3239 -2.2543 -2.4006  0.301
H30 0.4839 -2.7875 -3.8583  0.399
H31 -0.6226 -3.8634 -1.0616  0.284
H32 -1.9250 -4.9574 -1.6058  0.243
H33 -0.2392 -5.4803 -1.6867  0.289
C20 2.6020 2.8797 -4.5000  -0.917
C21 2.2470 3.3174 -5.9077  -0.410
O4 3.2719 2.9877 -6.8518  -0.229
P2 3.4347 1.4372 -7.3227  1.038
O5 2.2093 1.1392 -8.1027  -0.830
O6 4.5274 1.5981 -8.5339  -0.343
C22 4.3069 1.0292 -9.8247  -0.359
C23 3.8386 2.0905 -10.7986  -1.111
O7 4.5574 1.0011 -6.2566  -0.317
C24 5.9520 1.3311 -6.3426  -0.198
C25 6.2595 2.8087 -6.2775  -0.917
H34 2.6405 1.7917 -4.4263  0.208
H35 1.8605 3.2414 -3.7907  0.410
H36 3.5834 3.2583 -4.2110  0.285
H37 1.2980 2.8743 -6.2220  0.319
H38 2.1327 4.4007 -5.9417  0.281
H39 3.6007 0.2022 -9.7729  0.369
H40 5.2619 0.6166 -10.1580  0.327
H41 2.9889 2.6450 -10.4012  0.280
H42 3.5536 1.6453 -11.7531  0.380
H43 4.6348 2.8149 -10.9787  0.290
H44 6.3973 0.8699 -7.2217  0.256
H45 6.4082 0.8409 -5.4808  0.346
H46 5.9329 3.3298 -7.1755  0.263
H47 7.3373 2.9501 -6.1806  0.407
H48 5.7680 3.2745 -5.4240  0.172
C26 2.4685 5.6940 8.1122  -0.967
C27 3.0146 4.3081 7.8179  -0.378
O8 2.0392 3.4661 7.1987  -0.222
P3 1.6722 3.7041 5.6278  1.067
O9 2.8989 3.3277 4.8842  -0.837
O10 0.7299 2.3986 5.3347  -0.350
C28 0.9640 1.5341 4.2262  -0.113
C29 1.6711 0.2718 4.6772  -1.217
O11 0.4081 4.6721 5.8406  -0.329
C30 -0.9066 4.2411 6.2336  -0.122
C31 -0.9827 3.6017 7.6000  -0.904
H49 2.2507 6.2354 7.1888  0.278
H50 3.1912 6.2759 8.6855  0.403
H51 1.5379 5.6316 8.6761  0.190
H52 3.9067 4.3678 7.1884  0.317
H53 3.2999 3.8180 8.7485  0.310
H54 1.5239 2.0454 3.4435  0.297
H55 -0.0120 1.2761 3.8098  0.174
H56 2.5613 0.5032 5.2616  0.342
H57 1.9606 -0.3409 3.8209  0.437
H58 1.0151 -0.3194 5.3194  0.295
H59 -1.3392 3.5999 5.4687  0.208
H60 -1.5080 5.1517 6.2392  0.356
H61 -0.5008 2.6260 7.6178  0.230
H62 -2.0291 3.4639 7.8768  0.416
H63 -0.5015 4.2254 8.3532  0.169
C32 4.3972 -3.7254 8.9913  -1.011
C33 3.7955 -2.9456 7.8360  -0.324
O12 3.1049 -3.7953 6.9151  -0.248
P4 1.6461 -4.3919 7.3310  1.064
O13 0.7477 -3.2138 7.3740  -0.819
O14 1.1803 -5.0716 5.9147  -0.279
C34 -0.0954 -4.7921 5.3366  -0.662
C35 0.0463 -3.7776 4.2226  -0.563
O15 2.1493 -5.7956 7.9356  -0.363
C36 2.5605 -6.9301 7.1577  -0.183
C37 3.7793 -6.7004 6.2951  -0.889
H64 3.6177 -4.1607 9.6208  0.275
H65 5.0121 -3.0736 9.6130  0.408
H66 5.0121 -4.5476 8.6251  0.204
H67 3.1193 -2.1683 8.2021  0.321
H68 4.5861 -2.4542 7.2696  0.305
H69 -0.8031 -4.4525 6.0911  0.398
H70 -0.4796 -5.7335 4.9369  0.355
H71 0.5957 -2.8955 4.5518  0.002
H72 -0.9304 -3.4637 3.8514  0.335
H73 0.6101 -4.2079 3.3922  0.288
H74 1.7257 -7.3120 6.5738  0.225
H75 2.7932 -7.7026 7.8928  0.349
H76 3.5673 -6.0273 5.4665  0.248
H77 4.1119 -7.6523 5.8777  0.402
H78 4.5950 -6.2693 6.8747  0.166

=====

Record 8
The following is a DFT calculation (ωB97M-V/def2-TZVPD) of C14H25N3O2SeSn as an isolated structure in a non-equilibrium geometry.

Summary:
**E_LUMO**: 0.27 eV

Last column: Mulliken charge in e.
CARTESIAN COORDINATES (ANGSTROEM)
Sn1 0.8757 -0.2965 0.1829  1.136
C1 -2.0412 0.5673 1.9208  -1.178
N1 -0.6391 0.4628 2.3234  0.459
C2 -0.4830 -0.6118 3.3053  -1.197
C3 -0.1401 1.7347 2.8504  -0.950
C4 0.2085 2.7292 1.7500  -0.847
N2 1.3159 2.2861 0.8991  0.488
C5 2.6062 2.3751 1.5817  -1.245
C6 1.3399 3.0567 -0.3408  -1.140
H1 -2.6810 0.8169 2.7790  0.337
H2 -2.3721 -0.3787 1.4948  0.370
H3 -2.1629 1.3363 1.1589  0.285
H4 -1.1045 -0.4450 4.1955  0.377
H5 0.5607 -0.6911 3.6100  0.373
H6 -0.7766 -1.5604 2.8540  0.356
H7 0.7487 1.5302 3.4479  0.436
H8 -0.8828 2.1980 3.5159  0.321
H9 0.4416 3.6989 2.2145  0.334
H10 -0.6617 2.8768 1.1078  0.410
H11 2.8587 3.4126 1.8412  0.331
H12 3.3867 1.9739 0.9350  0.347
H13 2.5994 1.7743 2.4887  0.330
H14 1.4324 4.1348 -0.1543  0.352
H15 0.4230 2.8763 -0.9046  0.337
H16 2.1846 2.7411 -0.9539  0.323
N3 2.8638 -0.5969 -1.2935  -0.518
C7 3.9477 -1.3365 -0.6212  -0.426
C8 3.7377 -1.4877 0.9049  0.500
O1 4.6322 -1.9978 1.5515  -0.672
O2 2.5897 -1.0937 1.3454  -0.613
H17 2.4540 -1.1343 -2.0489  0.284
H18 3.2114 0.2606 -1.7039  0.211
H19 4.9131 -0.8518 -0.7603  0.289
H20 4.0256 -2.3501 -1.0116  0.316
Se1 -0.7695 -1.1442 -1.6654  -0.274
C9 -2.2533 -1.8562 -2.7078  0.029
C10 -3.1465 -0.9884 -3.3252  -0.307
C11 -4.2310 -1.4957 -4.0262  -0.456
C12 -4.4291 -2.8665 -4.1138  -0.455
C13 -3.5316 -3.7309 -3.5033  -0.489
C14 -2.4434 -3.2297 -2.8029  -0.325
H21 -2.9872 0.0800 -3.2560  0.354
H22 -4.9251 -0.8166 -4.5063  0.348
H23 -5.2802 -3.2595 -4.6554  0.354
H24 -3.6771 -4.8019 -3.5744  0.350
H25 -1.7383 -3.9003 -2.3294  0.358